Record 1
The following is a quantum chemistry calculation of a molecular structure, C39H36ClN3Si2Sn in a non-equilibrium geometry, from the OMol25 dataset.

```
82
C39H36ClN3Si2Sn | the OMol25 dataset | ωB97M-V/def2-TZVPD
C -1.67418 -0.91344 4.62217
C -2.66067 -0.28106 3.76853
C -3.07545 -1.24841 2.79796
H -3.06368 0.72131 3.91139
C -2.37028 -2.46159 3.04152
C -1.51623 -2.27457 4.16487
H -0.91170 -3.03591 4.65710
H -1.27624 -0.50233 5.54838
H -3.84501 -1.09961 2.03900
H -2.50332 -3.39547 2.49542
Sn -0.27508 -0.34776 2.54881
Si -0.81181 -0.18468 -3.66529
C -0.26400 1.35732 -4.65264
C 1.05620 1.58312 -5.09488
H 1.83841 0.83074 -4.92718
C 1.39223 2.78395 -5.74366
H 2.41623 2.94839 -6.09655
C 0.41850 3.77104 -5.93632
H 0.67516 4.70451 -6.44652
C -0.88830 3.56425 -5.47062
H -1.64943 4.33271 -5.61391
C -1.22013 2.37322 -4.81565
H -2.23082 2.22839 -4.42284
C -0.01357 -1.61041 -4.59205
C -0.39419 -1.72573 -5.93863
H -1.11259 -1.01546 -6.36059
C 0.15775 -2.72351 -6.75050
H -0.17027 -2.81326 -7.79210
C 1.11837 -3.60045 -6.23042
H 1.52808 -4.39731 -6.85965
C 1.54810 -3.46268 -4.90454
H 2.31369 -4.13434 -4.50045
C 0.98751 -2.47197 -4.09350
H 1.35453 -2.36340 -3.06393
H -2.28676 -0.27446 -3.55834
Si 1.02271 0.20110 -1.78032
C 0.05231 -1.32831 -1.10039
C -1.36145 -1.46998 -1.15520
H -2.03493 -0.62951 -1.38258
C -1.98820 -2.67078 -0.80710
H -3.07819 -2.74308 -0.90867
C -1.23096 -3.74163 -0.34404
H -1.72107 -4.68643 -0.11227
C 0.14939 -3.59463 -0.18214
H 0.74767 -4.41268 0.22437
C 0.78160 -2.39733 -0.53535
H 1.84975 -2.25771 -0.32389
C -0.08746 1.59739 -1.14289
C -1.24084 1.45278 -0.33533
H -1.42498 0.51809 0.20490
C -2.16984 2.48290 -0.20626
H -3.08239 2.29639 0.37465
C -1.92229 3.72140 -0.80000
H -2.66201 4.51313 -0.71633
C -0.71905 3.92714 -1.47400
H -0.49275 4.90471 -1.89947
C 0.20952 2.89030 -1.61691
H 1.16645 3.08166 -2.11180
H 2.31451 0.33650 -1.08567
Cl 1.91287 0.40922 1.54040
N 1.09636 0.49512 5.73262
C 0.71568 1.66638 5.04997
C 0.87735 2.88969 5.72181
C 0.48357 4.06505 5.09740
C -0.00814 3.98364 3.78786
C -0.09786 2.74949 3.16705
N 0.18162 1.59128 3.82299
C 1.74057 -0.66298 5.24950
C 2.72059 -1.26135 6.07064
C 3.35645 -2.41471 5.63883
C 3.02231 -2.91695 4.37493
C 2.06600 -2.26756 3.61064
N 1.38861 -1.17857 4.06835
H 1.38315 0.69544 6.68515
H 1.31288 2.85705 6.72085
H 0.54502 5.02150 5.61219
H -0.33202 4.86353 3.23987
H -0.37550 2.66104 2.11863
H 2.92899 -0.77507 7.01533
H 4.08399 -2.92187 6.26697
H 3.48559 -3.81512 3.97011
H 1.84335 -2.58684 2.59016
```

Output
E_LUMO (alpha / beta) = -9.45 / -9.45 eV
E = -2924.8338 hartree
orbital gap (alpha / beta) = 2.9 / 2.9 eV
total charge = +2
energy relative to the best compared isomer or geometry (same formula, charge and spin) = 4.554 eV

Löwdin atomic charge list, values in e, 2 entries:
1. C -0.24
2. C -0.20

---

Record 2
The following is a quantum chemistry calculation of 14 unconnected molecules or ions with the total composition C27H54BN8O39 in a non-equilibrium geometry, from the OMol25 dataset.

```
129
C27H54BN8O39 | the OMol25 dataset | ωB97M-V/def2-TZVPD
O -2.79908 9.04552 18.56135
C -3.41983 8.77515 17.51261
O -4.64403 8.54221 17.28675
B -4.89243 8.27187 15.87755
O -3.62620 8.41130 15.17996
C -2.71471 8.64503 16.08688
O -1.55662 8.94940 15.84174
O -5.83049 9.18032 15.18301
C -6.73425 8.52091 14.52604
O -7.61180 8.94508 13.82261
C -6.54938 7.05180 14.95475
O -5.47084 6.91900 15.65179
O -7.20569 6.07840 14.59825
C -10.64850 9.62823 12.90290
N -11.41368 9.70039 14.15703
O -11.80169 8.61909 14.56278
O -11.62293 10.83850 14.57750
H -9.80824 8.98573 13.16606
H -10.38181 10.53628 12.36214
H -11.17845 9.06224 12.13680
C 1.59104 9.21150 14.22865
N 2.26936 8.41173 13.18156
O 2.87359 9.07908 12.36866
O 2.24031 7.20086 13.27142
H 1.98223 8.91203 15.20096
H 0.54473 8.90868 14.18841
H 1.84613 10.25203 14.02783
C 0.64559 8.74877 18.28983
N 0.35594 9.93220 19.15985
O 0.60077 9.98408 20.37986
O -0.20080 10.86939 18.52399
H 0.58408 9.07420 17.25137
H -0.01132 7.92737 18.57596
H 1.58672 8.25364 18.52903
C -6.63587 10.66128 18.87230
N -6.49351 11.27058 20.22511
O -6.13870 12.41569 20.29094
O -6.72595 10.53081 21.14469
H -6.74417 11.41552 18.09287
H -7.36666 9.86949 18.70764
H -5.65294 10.22661 18.69062
C -7.77950 4.62662 17.35813
N -7.04854 3.77512 18.32868
O -6.63737 2.66703 17.90542
O -7.01532 4.12297 19.49477
H -8.66983 4.77678 17.96875
H -7.89780 4.19673 16.36350
H -7.00477 5.39045 17.29129
C -1.87171 8.91788 12.42195
N -1.36219 8.54380 11.06761
O -0.44505 7.74220 10.95603
O -2.00095 9.13429 10.21492
H -2.76065 8.32095 12.62583
H -1.82634 10.00128 12.53277
H -1.13590 8.49083 13.10335
C -4.88947 2.99142 15.56718
N -4.35199 3.44339 16.90530
O -4.52573 4.62627 17.25920
O -3.73732 2.68038 17.56757
H -3.97888 3.05777 14.97176
H -5.62127 3.67329 15.13402
H -5.12041 1.93526 15.70608
C -4.31023 6.43118 19.91307
N -3.18691 6.20335 20.89583
O -3.50576 6.14233 22.06491
O -1.99136 6.06875 20.50346
H -3.86725 6.38435 18.91825
H -4.97525 7.29411 19.87860
H -4.89935 5.53127 20.08972
C -6.17682 13.14713 14.60576
O -4.77537 13.16013 14.52284
C -4.00527 12.77006 15.62085
O -4.43319 12.54632 16.80147
O -2.74295 12.55168 15.19163
C -1.74884 12.10536 16.12454
H -6.34997 12.09300 14.82239
H -6.72497 13.49696 13.73097
H -6.49921 13.78772 15.42661
H -2.14875 11.60687 17.00753
H -1.14958 12.95089 16.46226
H -1.13294 11.46928 15.48881
C -9.00635 9.05896 7.74250
O -8.29979 8.04691 8.45380
C -8.62144 7.76893 9.71748
O -9.65163 8.11849 10.20446
O -7.58672 7.14224 10.24911
C -7.81467 6.65398 11.56000
H -8.45926 9.39498 6.86165
H -9.15056 9.96378 8.33293
H -10.02584 8.70320 7.59358
H -8.41900 5.74904 11.62290
H -8.10861 7.45507 12.23821
H -6.81902 6.47835 11.96736
C -1.46967 5.25099 16.11387
O -1.92283 4.29737 15.10588
C -1.97042 4.60128 13.78829
O -1.75435 5.76726 13.38327
O -2.41170 3.50572 13.04870
C -2.86798 3.59502 11.68217
H -0.48344 5.68219 15.94201
H -1.42537 4.70005 17.05334
H -2.16877 6.05760 16.33459
H -3.14861 2.62202 11.27890
H -2.09598 3.85947 10.95955
H -3.78686 4.17364 11.58751
C -3.54248 13.48216 8.66270
O -3.21238 12.74918 9.87152
C -4.08927 11.82811 10.36775
O -4.92626 11.25910 9.73359
O -3.84710 11.68879 11.65989
C -4.69739 10.84526 12.43243
H -2.91430 13.17308 7.82726
H -3.14990 14.47648 8.87553
H -4.60851 13.54812 8.44514
H -4.75694 9.77762 12.22101
H -5.71989 11.20421 12.31519
H -4.47684 10.98479 13.49072
C -3.11661 12.38612 19.67872
O -3.40797 12.85563 20.98879
C -3.53155 12.02560 22.04911
O -3.78748 12.38172 23.22454
O -3.26751 10.75962 21.68654
C -3.39890 9.69664 22.51794
H -2.11877 11.94844 19.64970
H -3.14306 13.22446 18.98260
H -3.86160 11.73733 19.21811
H -2.68675 8.93500 22.20037
H -4.39754 9.26112 22.55176
H -3.13432 9.94691 23.54530
```

Output
E_LUMO = 1.50 eV
E = -4457.9614 hartree
orbital gap = 9.9 eV
total charge = -1

Löwdin atomic charge list, values in e, 2 entries:
1. O 0.11
2. C -0.37

---

Record 3
The following is a quantum chemistry calculation of a single C4H7NO molecule in a non-equilibrium geometry, from the OMol25 dataset.

```
13
C4H7NO | the OMol25 dataset | ωB97M-V/def2-TZVPD
C 1.91802 -0.39216 -0.00153
C 0.60784 0.10475 0.48353
N 0.09116 1.25243 0.30249
C -1.32440 0.96120 -0.03893
C -1.18218 -0.50923 -0.44324
O -0.26349 -0.97712 0.53060
H 2.62935 0.39613 -0.23708
H 1.51309 -0.79859 -0.96935
H 2.35661 -1.20114 0.58640
H -2.02140 1.13457 0.79112
H -1.61165 1.59558 -0.88103
H -0.59259 -0.53654 -1.40767
H -2.04114 -1.17586 -0.49878
```

Output
E_LUMO = 1.00 eV
E = -286.5592 hartree
orbital gap = 10.7 eV
SMILES = CC1=NCCO1
total charge = 0
energy relative to the best compared isomer or geometry (same formula, charge and spin) = 1.970 eV

Löwdin atomic charge list, values in e, 2 entries:
1. C 0.00
2. C -0.45

---

Question: The highest total charge belongs to which entry?
Answer: C39H36ClN3Si2Sn